(1)
This record from OMol25 describes C63H78As6F36N11O as an isolated structure at a distorted geometry. The level of theory is ωB97M-V with the def2-TZVPD basis set.

XYZ file:
```
195
Properties=species:S:1:pos:R:3
C 9.424 -4.451 20.714
C 9.361 -5.740 19.959
O 9.675 -6.799 20.449
N 8.772 -5.680 18.576
H 7.804 -5.425 18.444
H 9.218 -4.907 18.105
C 9.313 -6.745 17.534
H 9.487 -3.528 20.136
H 10.219 -4.478 21.459
H 8.561 -4.402 21.378
H 10.322 -6.978 17.875
H 9.369 -6.451 16.486
H 8.549 -7.520 17.469
C 15.868 9.959 28.737
N 15.688 8.769 27.836
C 15.538 7.571 28.311
C 15.420 6.522 27.452
C 15.273 6.728 26.114
C 15.401 8.048 25.661
C 15.612 9.043 26.482
C 15.043 5.494 25.215
C 15.681 4.286 25.437
C 15.579 3.266 24.395
N 14.864 3.540 23.256
C 14.135 4.671 23.029
C 14.218 5.651 24.050
C 14.693 2.447 22.236
H 16.581 9.568 29.463
H 14.891 10.259 29.115
H 16.416 10.729 28.193
H 15.617 7.485 29.385
H 15.432 5.518 27.849
H 15.284 8.212 24.599
H 15.681 10.069 26.153
H 16.338 4.061 26.264
H 16.056 2.304 24.279
H 13.673 4.979 22.102
H 13.673 6.574 23.917
H 15.518 1.760 22.424
H 14.619 2.849 21.225
H 13.730 2.010 22.500
C 25.193 -5.039 14.449
N 23.930 -5.502 15.056
C 23.122 -4.664 15.738
C 21.959 -5.093 16.324
C 21.610 -6.404 16.317
C 22.494 -7.286 15.623
C 23.653 -6.810 15.014
C 20.389 -6.885 17.011
C 19.985 -6.324 18.287
C 18.889 -6.875 18.993
N 18.115 -7.865 18.411
C 18.497 -8.397 17.220
C 19.550 -7.926 16.528
C 17.036 -8.491 19.228
H 26.013 -5.130 15.162
H 25.057 -4.013 14.107
H 25.531 -5.634 13.601
H 23.476 -3.644 15.757
H 21.458 -4.359 16.937
H 22.330 -8.344 15.476
H 24.316 -7.506 14.523
H 20.659 -5.643 18.785
H 18.512 -6.601 19.967
H 17.885 -9.175 16.788
H 19.725 -8.272 15.520
H 16.267 -7.804 19.580
H 17.471 -8.998 20.089
H 16.554 -9.192 18.546
C 1.487 -11.063 18.033
N 2.322 -11.016 16.801
C 3.190 -12.090 16.613
C 3.916 -12.180 15.387
C 3.777 -11.168 14.424
C 2.855 -10.154 14.648
C 2.183 -10.010 15.864
C 4.386 -11.311 13.119
C 3.586 -11.386 11.948
C 4.196 -11.814 10.788
N 5.488 -12.265 10.737
C 6.332 -12.103 11.842
C 5.815 -11.585 13.029
C 6.086 -12.709 9.531
H 0.991 -10.105 18.187
H 2.107 -11.360 18.880
H 0.684 -11.753 17.774
H 3.109 -12.875 17.350
H 4.624 -12.996 15.383
H 2.662 -9.394 13.905
H 1.421 -9.244 15.867
H 2.548 -11.092 11.903
H 3.603 -11.663 9.898
H 7.347 -12.460 11.749
H 6.359 -11.627 13.961
H 6.614 -11.809 9.216
H 5.350 -12.920 8.755
H 6.808 -13.507 9.706
C 12.386 -5.351 8.714
N 13.308 -4.410 8.028
C 12.968 -4.018 6.734
C 13.550 -2.869 6.176
C 14.578 -2.243 6.876
C 14.881 -2.623 8.198
C 14.228 -3.745 8.785
C 15.196 -1.060 6.194
C 14.498 0.076 5.950
C 15.145 1.236 5.428
N 16.437 1.018 5.027
C 17.187 -0.155 5.270
C 16.548 -1.204 5.832
C 17.084 2.120 4.342
H 11.381 -5.257 8.301
H 12.267 -5.150 9.778
H 12.731 -6.343 8.420
H 12.223 -4.577 6.188
H 13.166 -2.566 5.213
H 15.770 -2.178 8.620
H 14.468 -4.136 9.762
H 13.503 0.152 6.363
H 14.751 2.230 5.277
H 18.225 -0.213 4.980
H 17.026 -2.144 6.067
H 17.790 1.613 3.684
H 17.545 2.810 5.048
H 16.224 2.587 3.861
C 9.742 -10.963 26.667
N 8.559 -10.971 27.588
C 8.732 -11.285 28.894
C 7.578 -11.278 29.752
C 6.338 -10.963 29.266
C 6.208 -10.668 27.852
C 7.339 -10.635 27.057
C 5.130 -10.997 30.130
C 4.070 -10.087 30.045
C 2.939 -10.140 30.760
N 2.755 -11.048 31.752
C 3.838 -11.929 32.075
C 4.952 -11.935 31.216
C 1.518 -11.232 32.421
H 9.634 -10.020 26.131
H 9.833 -11.898 26.113
H 10.624 -10.737 27.266
H 9.685 -11.639 29.261
H 7.687 -11.526 30.798
H 5.304 -10.261 27.422
H 7.388 -10.366 26.012
H 4.160 -9.309 29.302
H 2.136 -9.447 30.558
H 3.559 -12.856 32.553
H 5.685 -12.708 31.392
H 1.811 -11.417 33.455
H 1.002 -12.027 31.883
H 0.949 -10.302 32.417
As 14.106 -3.459 15.525
F 13.519 -1.735 15.621
F 15.526 -3.011 16.603
F 14.732 -5.124 15.349
F 12.771 -4.036 14.414
F 15.231 -2.993 14.169
F 13.211 -3.833 17.037
As 7.685 1.398 17.722
F 9.067 1.382 16.526
F 7.894 -0.343 17.953
F 6.300 1.569 18.841
F 7.729 3.096 17.417
F 6.501 1.087 16.311
F 8.915 1.719 19.020
As 14.319 -4.296 25.426
F 13.872 -4.366 27.192
F 15.323 -5.713 25.762
F 14.573 -4.335 23.640
F 13.200 -2.860 25.234
F 15.786 -3.331 25.752
F 12.925 -5.442 25.058
As 5.671 -4.339 13.003
F 5.871 -2.989 11.839
F 4.300 -3.410 13.835
F 5.635 -5.632 14.316
F 6.841 -5.376 12.014
F 6.924 -3.633 14.158
F 4.338 -5.029 12.073
As 2.682 -5.814 22.267
F 3.377 -7.399 21.635
F 1.600 -6.550 23.426
F 2.073 -4.165 22.786
F 4.070 -5.086 21.246
F 1.546 -5.782 20.947
F 3.976 -5.872 23.634
As 12.929 -11.869 13.439
F 11.913 -13.124 14.201
F 14.504 -12.732 13.916
F 13.696 -10.401 12.689
F 11.378 -11.062 13.073
F 12.792 -11.160 15.126
F 12.936 -12.726 11.916
```

Summary:
Gap between HOMO and LUMO (eV): 4.1
Total charge: +5
HOMO energy (eV): -13.5
Relative energy (zero: lowest compared OMol25 entry of this formula, charge and spin) (kJ/mol): 1639.9



(2)
This record from OMol25 describes C34H44N6P2SSi2Ta as an isolated structure at a distorted geometry. The level of theory is ωB97M-V with the def2-TZVPD basis set.

XYZ file:
```
90
Properties=species:S:1:pos:R:3
Ta -1.294 0.153 0.527
C -3.009 1.831 -2.138
Si -1.315 2.583 -2.021
C -0.231 2.380 -3.490
C -1.404 4.341 -1.458
N -0.587 1.526 -0.704
P 1.055 1.063 -0.674
C 0.897 -0.175 0.551
P 0.649 -1.753 -0.171
N -1.052 -1.648 -0.180
Si -2.266 -3.022 -0.437
C -1.907 -3.935 -1.987
C -2.245 -4.002 1.123
C -3.822 -2.003 -0.590
C 1.204 -2.001 -1.839
C 0.413 -1.546 -2.904
C 0.822 -1.771 -4.207
C 2.018 -2.441 -4.450
C 2.813 -2.874 -3.395
C 2.412 -2.657 -2.087
C 1.161 -3.076 0.876
C 1.396 -2.802 2.226
C 1.728 -3.838 3.082
C 1.827 -5.138 2.595
C 1.599 -5.411 1.249
C 1.263 -4.383 0.383
C 2.927 2.490 0.572
C 1.749 2.800 1.282
C 1.175 4.071 1.168
C 1.718 5.011 0.317
C 2.854 4.692 -0.437
C 3.448 3.455 -0.309
C 3.651 1.212 0.799
C 3.847 0.732 2.095
C 4.484 -0.484 2.301
C 4.915 -1.240 1.216
C 4.726 -0.769 -0.077
C 4.105 0.457 -0.286
H -3.654 2.400 -2.816
H -3.511 1.830 -1.159
H -2.976 0.806 -2.523
H -0.659 2.914 -4.345
H -0.091 1.336 -3.778
H 0.753 2.819 -3.295
H -2.230 4.840 -1.980
H -0.486 4.875 -1.718
H -1.559 4.462 -0.381
H -0.880 -4.300 -2.056
H -2.116 -3.327 -2.870
H -2.570 -4.810 -2.017
H -1.513 -4.813 1.087
H -3.227 -4.458 1.290
H -2.009 -3.375 1.986
H -3.676 -1.122 -1.230
H -4.190 -1.686 0.392
H -4.631 -2.584 -1.047
H -0.528 -1.046 -2.710
H 0.207 -1.441 -5.036
H 2.328 -2.630 -5.471
H 3.743 -3.392 -3.596
H 3.032 -2.997 -1.266
H 1.338 -1.783 2.592
H 1.918 -3.637 4.129
H 2.092 -5.943 3.267
H 1.687 -6.424 0.876
H 1.087 -4.600 -0.664
H 1.376 2.091 2.010
H 0.322 4.342 1.784
H 1.293 6.005 0.261
H 3.289 5.432 -1.097
H 4.368 3.240 -0.840
H 3.532 1.330 2.944
H 4.656 -0.836 3.312
H 5.422 -2.184 1.381
H 5.082 -1.344 -0.925
H 3.997 0.843 -1.296
C -4.423 4.516 2.715
C -4.368 3.049 2.932
N -5.256 2.316 3.527
N -4.748 1.047 3.498
C -3.585 0.970 2.893
S -2.559 -0.387 2.650
N -3.319 2.224 2.523
N -2.132 2.525 1.847
H -5.421 4.868 2.964
H -4.207 4.781 1.677
H -3.711 5.029 3.366
H -5.274 0.294 3.922
H -1.432 2.796 2.535
H -2.301 3.315 1.231
```

Summary:
Gap between HOMO and LUMO (eV): 6.2
Total charge: +3
HOMO energy (eV): -15.8



(3)
This record from OMol25 describes a 2-piece molecular cluster, C5H11NO overall at a distorted geometry. The level of theory is ωB97M-V with the def2-TZVPD basis set.

XYZ file:
```
18
Properties=species:S:1:pos:R:3
C 2.003 -1.250 -1.600
C 0.516 -1.622 -1.373
C -0.076 -1.061 -0.119
C -0.143 0.222 0.213
N -0.739 0.749 1.376
C -1.938 0.459 1.619
H 2.121 -0.203 -1.338
H 2.320 -1.435 -2.614
H 2.583 -1.820 -0.876
H 0.466 -2.701 -1.342
H -0.095 -1.361 -2.238
H -0.476 -1.789 0.580
H 0.251 0.965 -0.479
H -2.394 0.785 2.556
H -2.605 -0.206 1.062
H -0.175 2.890 1.896
H -1.024 3.639 0.922
O -0.595 3.739 1.754
```

Summary:
Gap between HOMO and LUMO (eV): 10.1
Structure (SMILES): C=N/C=C/CC.O
HOMO energy (eV): -9.2
Relative energy (zero: lowest compared OMol25 entry of this formula, charge and spin) (kJ/mol): 212.0



(4)
This record from OMol25 describes C5H10O2 as an isolated structure at a distorted geometry. The level of theory is ωB97M-V with the def2-TZVPD basis set.

XYZ file:
```
17
Properties=species:S:1:pos:R:3
C -1.323 1.902 0.025
O -0.584 0.921 -0.724
C 1.027 0.395 -0.412
C 1.576 -0.102 0.905
C 1.167 -1.060 -0.215
C -0.328 -1.766 0.095
O -1.267 -1.412 -0.826
H -1.684 2.706 -0.637
H -0.665 2.335 0.775
H -2.210 1.480 0.530
H 1.527 1.075 -1.091
H 2.604 0.140 1.214
H 0.898 -0.139 1.757
H 1.854 -1.690 -0.803
H -0.136 -2.857 0.178
H -0.550 -1.358 1.098
H -1.191 -0.224 -0.807
```

Summary:
Gap between HOMO and LUMO (eV): 9.7
HOMO energy (eV): -8.9
Relative energy (zero: lowest compared OMol25 entry of this formula, charge and spin) (kJ/mol): 466.8